No. 1
This record from OMol25 describes a molecular structure, C4H8S. The level of theory is wB97M-V/def2-TZVPD.

lowest unoccupied orbital energy: 0.665 eV
energy relative to the best compared isomer or geometry (same formula, charge and spin): 115.8 kcal per mole
highest occupied orbital energy: -8.4 eV
strongest force on any atom: 7.9 eV Å⁻¹

```
! wB97M-V def2-TZVPD RIJCOSX def2/J DEFGRID3
* xyz 0 1
C -2.408 -0.077 0.047
C 0.244 0.642 -0.351
C 1.435 0.221 0.292
C 2.511 -0.703 -0.093
H -2.859 0.205 1.345
H -3.060 -1.185 -0.119
H -2.477 0.621 -0.962
H 0.228 1.030 -1.446
H -0.195 1.489 0.268
H 1.322 0.741 1.578
H 3.390 -1.015 0.647
H 2.566 -1.008 -1.178
S -0.695 -0.961 -0.029
*
```

=====

No. 2
This record from OMol25 describes a molecular structure, C21H34ClN2SSi2Zr. The level of theory is wB97M-V/def2-TZVPD.

lowest unoccupied orbital energy: -2.788 eV
energy relative to the best compared isomer or geometry (same formula, charge and spin): 0.0 kcal per mole
highest occupied orbital energy: -10.5 eV
strongest force on any atom: 1.4 eV Å⁻¹

```
! wB97M-V def2-TZVPD RIJCOSX def2/J DEFGRID3
* xyz 1 1
Zr -0.287 0.036 -0.395
C 1.949 -2.207 -3.015
Si 2.263 -0.570 -2.220
C 4.030 -0.098 -2.483
C 1.164 0.764 -2.970
N 1.653 -0.536 -0.572
C 2.312 -0.629 0.689
C 3.674 -0.829 0.844
C 4.243 -0.823 2.113
C 3.450 -0.602 3.226
C 2.080 -0.405 3.077
C 1.498 -0.434 1.818
N 0.101 -0.256 1.567
Si -1.150 -0.225 2.820
C -1.147 -1.795 3.791
C -2.711 -0.084 1.801
C -1.033 1.270 3.902
H 2.370 -2.223 -4.024
H 0.889 -2.455 -3.085
H 2.436 -3.001 -2.442
H 4.162 0.092 -3.552
H 4.707 -0.910 -2.211
H 4.335 0.797 -1.937
H 1.219 0.775 -4.061
H 1.458 1.748 -2.600
H 0.090 0.636 -2.766
H 4.296 -0.990 -0.026
H 5.306 -0.989 2.225
H 3.889 -0.586 4.215
H 1.467 -0.233 3.952
H -1.167 -2.658 3.123
H -2.033 -1.838 4.431
H -0.269 -1.888 4.433
H -2.801 -0.871 1.044
H -2.813 0.896 1.322
H -3.591 -0.191 2.440
H -0.176 1.252 4.577
H -1.936 1.331 4.517
H -0.969 2.181 3.302
C 0.116 4.002 -0.878
S 0.499 2.662 0.258
C 2.298 2.732 0.264
H 0.593 3.848 -1.845
H 0.454 4.937 -0.436
H -0.964 4.043 -1.006
H 2.599 3.678 0.708
H 2.684 2.648 -0.751
H 2.666 1.909 0.873
Cl -2.233 1.420 -1.493
C -3.445 0.097 -1.653
C -4.762 0.482 -1.790
C -5.714 -0.524 -1.849
C -5.312 -1.851 -1.765
C -3.971 -2.181 -1.641
C -2.975 -1.204 -1.586
C -1.510 -1.529 -1.465
H -5.039 1.526 -1.834
H -6.759 -0.267 -1.951
H -6.053 -2.639 -1.803
H -3.673 -3.221 -1.588
H -1.081 -1.459 -2.478
H -1.378 -2.566 -1.158
*
```

=====

No. 3
This record from OMol25 describes 2 unconnected molecules or ions with the total composition C3H4O2. The level of theory is wB97M-V/def2-TZVPD.

lowest unoccupied orbital energy (alpha / beta): 0.580 / 0.466 eV
energy relative to the best compared isomer or geometry (same formula, charge and spin): 129.9 kcal per mole
highest occupied orbital energy (alpha / beta): -8.1 / -8.2 eV
strongest force on any atom: 1.6 eV Å⁻¹

```
! wB97M-V def2-TZVPD RIJCOSX def2/J DEFGRID3
* xyz 0 1
C 2.194 0.536 0.297
C -1.621 -0.017 0.128
C -0.459 -0.436 -0.626
O 3.108 -0.124 -0.041
O -0.921 -1.230 0.377
H 2.185 1.469 0.870
H -1.510 0.745 0.889
H -2.624 -0.151 -0.263
H -0.351 -0.792 -1.632
*
```

=====

No. 4
This record from OMol25 describes 2 unconnected molecules or ions with the total composition C10H16O. The level of theory is wB97M-V/def2-TZVPD.

lowest unoccupied orbital energy: 0.821 eV
energy relative to the best compared isomer or geometry (same formula, charge and spin): 60.3 kcal per mole
structure (SMILES): Cc1ccc(O)cc1.CCC
highest occupied orbital energy: -8.7 eV
strongest force on any atom: 4.1 eV Å⁻¹

```
! wB97M-V def2-TZVPD RIJCOSX def2/J DEFGRID3
* xyz 0 1
C 1.633 -0.917 1.259
C 2.458 -1.984 0.525
C 2.054 -0.257 2.625
H 0.553 -1.176 1.253
H 1.637 -0.120 0.419
H 2.434 -2.952 1.062
H 2.107 -2.108 -0.637
H 1.673 -0.862 3.459
H 1.366 0.610 2.619
H 3.467 -1.792 0.382
H 3.081 0.179 2.969
C -1.709 2.336 0.799
C -1.321 -0.019 0.007
C -1.487 1.289 -0.220
C -1.009 -0.941 -0.989
C -1.726 1.660 -1.581
C -1.138 -0.505 -2.290
C -1.567 0.782 -2.626
O -0.931 -1.435 -3.292
H -1.419 -0.309 1.112
H -0.890 -1.958 -0.669
H -1.483 3.336 0.414
H -0.938 2.088 1.649
H -2.095 2.737 -1.807
H -1.777 1.079 -3.642
H -0.205 -1.079 -3.906
H -2.768 2.319 1.105
*
```

=====

No. 5
This record from OMol25 describes 7 unconnected molecules or ions with the total composition C32H32BrF6N2O19PS. The level of theory is wB97M-V/def2-TZVPD.

lowest unoccupied orbital energy: -0.442 eV
energy relative to the best compared isomer or geometry (same formula, charge and spin): 214.2 kcal per mole
structure (SMILES): CNCc1cc2c(cc1P(O)Br)Nc1ccccc1S2.O=C1OC[C@@H](F)O1.O=C1OC[C@@H](F)O1.O=C1OC[C@@H](F)O1.O=C1OC[C@@H](F)O1.O=C1OC[C@@H](F)O1.O=C1OC[C@@H](F)O1
highest occupied orbital energy: -7.6 eV
strongest force on any atom: 4.5 eV Å⁻¹

```
! wB97M-V def2-TZVPD RIJCOSX def2/J DEFGRID3
* xyz 0 1
C 2.311 -2.195 -1.670
N 3.167 -1.022 -1.344
C 2.890 0.140 -2.275
C 1.480 0.760 -1.764
C 0.220 0.377 -2.584
C -1.149 0.907 -2.099
C -1.353 1.822 -0.826
C -0.075 2.213 -0.027
C 1.325 1.661 -0.516
P 2.817 2.141 0.557
O 2.362 1.599 2.151
Br 3.094 4.393 0.628
N -2.692 2.315 -0.404
C -3.694 1.218 -0.350
C -4.577 1.105 0.946
C -5.597 -0.059 1.016
C -5.789 -1.071 -0.171
C -4.927 -0.953 -1.478
C -3.890 0.193 -1.534
S -2.735 0.465 -2.980
H 2.518 -2.987 -0.851
H 2.529 -2.664 -2.698
H 1.181 -1.996 -1.631
H 3.041 -0.715 -0.369
H 3.750 0.893 -2.208
H 2.761 -0.276 -3.330
H 0.234 -0.271 -3.523
H -0.196 2.861 0.902
H 1.431 1.266 2.056
H -2.583 2.737 0.529
H -4.451 1.870 1.790
H -6.215 -0.154 1.981
H -6.545 -1.915 -0.060
H -5.007 -1.682 -2.354
C 4.513 -4.617 -6.253
C 4.190 -3.167 -6.082
O 3.017 -3.189 -5.293
C 3.104 -4.326 -4.546
O 2.436 -4.545 -3.577
O 4.048 -5.178 -5.033
F 3.898 -2.590 -7.271
H 3.976 -5.073 -7.090
H 5.581 -4.794 -6.385
H 4.966 -2.591 -5.571
C -2.322 5.654 2.880
C -3.336 6.252 3.803
O -4.540 6.148 3.071
C -4.385 5.055 2.272
O -5.282 4.500 1.710
O -3.081 4.667 2.195
F -3.080 7.563 4.024
H -1.928 6.376 2.158
H -1.486 5.204 3.417
H -3.440 5.729 4.758
C -8.132 -1.942 4.479
C -8.272 -1.385 5.860
O -6.979 -0.892 6.142
C -6.452 -0.544 4.935
O -5.490 0.153 4.797
O -7.161 -1.081 3.900
F -8.564 -2.362 6.751
H -7.756 -2.969 4.474
H -9.069 -1.909 3.920
H -9.002 -0.575 5.947
C -1.357 -4.718 -2.755
C -1.678 -3.266 -2.591
O -2.846 -3.281 -1.796
C -2.757 -4.413 -1.042
O -3.419 -4.626 -0.068
O -1.816 -5.270 -1.529
F -1.976 -2.696 -3.784
H -1.899 -5.178 -3.586
H -0.289 -4.896 -2.891
H -0.897 -2.688 -2.088
C 4.072 -1.303 4.679
C 4.990 -0.281 4.088
O 5.247 -0.788 2.794
C 4.136 -1.499 2.456
O 3.873 -1.846 1.341
O 3.354 -1.760 3.542
F 6.160 -0.226 4.769
H 4.610 -2.142 5.130
H 3.399 -0.876 5.423
H 4.559 0.721 4.011
C 6.528 3.144 -0.745
C 7.448 4.163 -1.336
O 7.696 3.660 -2.633
C 6.577 2.956 -2.969
O 6.307 2.614 -4.083
O 5.801 2.695 -1.879
F 8.622 4.209 -0.660
H 7.062 2.300 -0.300
H 5.861 3.572 0.006
H 7.022 5.168 -1.406
*
```

=====

No. 6
This record from OMol25 describes 2 unconnected molecules or ions with the total composition C21H27FN2O2. The level of theory is wB97M-V/def2-TZVPD.

lowest unoccupied orbital energy: 0.111 eV
energy relative to the best compared isomer or geometry (same formula, charge and spin): 23.6 kcal per mole
structure (SMILES): CCN(CC)C(=O)[C@H](F)C(=O)c1ccccc1.Cc1cc(C)nc(C)c1
highest occupied orbital energy: -8.8 eV
strongest force on any atom: 1.8 eV Å⁻¹

```
! wB97M-V def2-TZVPD RIJCOSX def2/J DEFGRID3
* xyz 0 1
C 2.873 0.703 -1.238
C 2.768 -0.533 -2.105
N 1.603 -1.144 -2.046
F -0.230 1.359 1.263
C 1.320 -2.325 -2.553
C -0.028 -2.838 -2.103
C 2.264 -2.943 -3.410
C 3.487 -2.270 -3.612
C 4.483 -2.831 -4.595
C 3.782 -1.064 -2.936
H 3.832 1.196 -1.398
H 2.062 1.418 -1.472
H 2.797 0.428 -0.168
H -0.242 -3.804 -2.561
H -0.035 -2.948 -1.001
H -0.823 -2.114 -2.367
H 2.031 -3.897 -3.903
H 5.374 -2.201 -4.660
H 4.813 -3.844 -4.335
H 4.052 -2.892 -5.601
H 4.739 -0.535 -3.045
C -0.887 3.913 0.726
C -2.239 3.275 0.973
N -2.596 2.233 -0.007
C -3.554 2.619 -1.053
C -5.013 2.543 -0.624
C -2.308 0.906 0.171
C -1.458 0.705 1.418
C -1.256 -0.779 1.753
C -0.425 -1.031 2.950
C -0.182 0.016 3.842
C 0.599 -0.173 4.978
C 1.108 -1.443 5.279
C 0.824 -2.517 4.413
C 0.052 -2.321 3.266
O -1.864 -1.692 1.225
O -2.786 -0.002 -0.498
H -0.711 4.617 1.540
H -0.082 3.182 0.729
H -0.892 4.434 -0.233
H -2.283 2.830 1.976
H -3.040 4.023 0.928
H -3.298 3.655 -1.311
H -3.403 1.975 -1.932
H -5.655 2.894 -1.440
H -5.279 1.502 -0.405
H -5.202 3.160 0.263
H -2.078 1.140 2.257
H -0.549 1.021 3.647
H 0.811 0.668 5.639
H 1.708 -1.617 6.178
H 1.191 -3.526 4.624
H -0.174 -3.131 2.571
*
```

=====

No. 7
This record from OMol25 describes 6 unconnected molecules or ions with the total composition C49H116N4O7PS. The level of theory is wB97M-V/def2-TZVPD.

lowest unoccupied orbital energy: -4.553 eV
highest occupied orbital energy: -10.0 eV
strongest force on any atom: 4.4 eV Å⁻¹

```
! wB97M-V def2-TZVPD RIJCOSX def2/J DEFGRID3
* xyz 3 1
S -30.067 29.195 -6.808
O -29.671 30.610 -6.584
O -29.743 28.792 -8.141
O -29.299 28.316 -5.933
O -31.440 28.967 -6.500
C -40.815 29.576 -9.813
C -40.508 29.129 -8.366
C -39.038 29.428 -7.865
C -38.037 28.625 -8.671
P -36.298 28.788 -8.074
C -35.416 27.320 -8.716
C -35.399 27.233 -10.315
C -34.055 26.805 -10.944
C -34.041 26.819 -12.452
C -35.667 30.370 -8.691
C -36.274 31.714 -8.114
C -36.867 32.648 -9.152
C -38.134 32.150 -9.951
C -36.372 28.598 -6.212
C -37.175 27.400 -5.682
C -37.629 27.700 -4.252
C -38.280 26.502 -3.606
H -41.882 29.668 -10.011
H -40.311 29.042 -10.618
H -40.554 30.628 -9.928
H -40.735 28.070 -8.249
H -41.111 29.757 -7.710
H -39.163 29.079 -6.840
H -38.756 30.471 -7.721
H -37.998 28.904 -9.724
H -38.187 27.573 -8.428
H -35.871 26.491 -8.173
H -34.438 27.486 -8.266
H -35.777 28.148 -10.771
H -36.083 26.461 -10.668
H -33.904 25.773 -10.627
H -33.229 27.384 -10.532
H -33.022 26.533 -12.711
H -34.328 27.794 -12.848
H -34.687 26.080 -12.926
H -35.958 30.308 -9.740
H -34.579 30.337 -8.628
H -35.459 32.259 -7.637
H -37.038 31.571 -7.351
H -36.100 32.838 -9.902
H -37.087 33.636 -8.747
H -38.525 32.923 -10.613
H -38.916 31.915 -9.229
H -37.961 31.251 -10.544
H -36.826 29.517 -5.842
H -35.312 28.492 -5.978
H -36.591 26.503 -5.889
H -38.101 27.289 -6.247
H -38.323 28.541 -4.260
H -36.806 27.997 -3.602
H -38.926 25.879 -4.225
H -38.858 26.799 -2.731
H -37.475 25.866 -3.237
C -24.593 27.242 -5.223
C -24.278 27.390 -6.678
N -23.902 28.903 -7.110
C -22.751 29.467 -6.198
C -23.367 28.917 -8.551
C -24.359 28.339 -9.609
C -25.180 29.844 -7.016
C -24.893 31.391 -7.158
O -24.373 31.739 -8.416
C -23.959 33.111 -8.433
H -23.672 27.399 -4.663
H -24.806 26.175 -5.159
H -25.366 27.878 -4.791
H -25.210 27.302 -7.236
H -23.542 26.665 -7.024
H -21.878 28.819 -6.279
H -23.147 29.543 -5.185
H -22.461 30.436 -6.604
H -22.515 28.241 -8.480
H -22.879 29.879 -8.712
H -25.099 29.053 -9.969
H -24.799 27.363 -9.403
H -23.794 28.116 -10.514
H -25.480 29.514 -6.022
H -25.956 29.531 -7.715
H -24.124 31.663 -6.434
H -25.779 31.988 -6.946
H -23.770 33.355 -9.479
H -22.961 33.103 -7.997
H -24.719 33.760 -7.998
C -29.195 27.918 -1.094
C -29.387 28.984 -0.014
N -30.178 30.264 -0.577
C -31.490 29.797 -1.302
C -30.638 31.129 0.653
C -29.503 31.726 1.467
C -29.242 31.061 -1.580
C -29.691 32.445 -2.158
O -29.621 33.468 -1.165
C -29.247 34.715 -1.606
H -30.173 27.474 -1.281
H -28.497 27.149 -0.763
H -28.898 28.293 -2.074
H -28.529 29.403 0.511
H -30.050 28.468 0.682
H -32.010 30.717 -1.568
H -32.033 29.184 -0.583
H -31.172 29.235 -2.181
H -31.235 30.450 1.262
H -31.396 31.775 0.211
H -28.612 31.112 1.599
H -29.937 31.921 2.447
H -29.206 32.700 1.079
H -29.062 30.365 -2.400
H -28.267 31.021 -1.095
H -30.706 32.446 -2.554
H -28.967 32.710 -2.929
H -29.956 35.029 -2.373
H -28.184 34.682 -1.841
H -29.302 35.376 -0.741
C -28.123 22.865 -8.157
C -29.422 23.499 -7.660
N -30.050 22.934 -6.362
C -29.024 23.167 -5.218
C -31.489 23.474 -6.107
C -32.061 23.127 -4.762
C -30.128 21.314 -6.414
C -31.164 20.706 -7.334
O -31.263 21.460 -8.568
C -32.504 21.174 -9.189
H -27.335 22.725 -7.417
H -27.789 23.528 -8.956
H -28.348 21.878 -8.562
H -30.204 23.642 -8.406
H -29.176 24.548 -7.497
H -28.901 24.245 -5.116
H -28.064 22.683 -5.400
H -29.443 22.758 -4.298
H -32.061 23.185 -6.988
H -31.332 24.553 -6.124
H -33.051 23.541 -4.571
H -31.436 23.470 -3.938
H -32.272 22.057 -4.756
H -30.221 20.885 -5.416
H -29.191 20.922 -6.809
H -32.130 20.701 -6.830
H -30.969 19.694 -7.689
H -32.765 21.740 -10.083
H -33.406 21.457 -8.648
H -32.554 20.127 -9.489
C -28.171 36.639 -7.348
C -29.574 36.516 -7.963
C -29.661 36.108 -9.380
C -29.124 34.663 -9.613
N -29.491 33.996 -10.993
C -30.965 33.552 -11.017
C -31.061 32.398 -12.045
C -29.594 31.777 -11.963
C -28.732 32.635 -11.137
C -29.123 34.954 -12.159
H -28.255 37.428 -6.601
H -27.408 37.088 -7.984
H -27.764 35.792 -6.798
H -30.057 37.493 -7.977
H -30.256 35.868 -7.412
H -29.087 36.801 -9.995
H -30.710 36.103 -9.677
H -29.446 33.934 -8.870
H -28.034 34.648 -9.604
H -31.554 34.462 -11.128
H -31.034 33.062 -10.046
H -31.200 32.792 -13.052
H -31.686 31.542 -11.790
H -29.223 31.688 -12.984
H -29.692 30.747 -11.618
H -27.776 32.880 -11.599
H -28.593 32.199 -10.147
H -28.035 35.011 -12.187
H -29.598 35.933 -12.090
H -29.508 34.434 -13.036
*
```

=====

Among the records above, which one has the lowest strongest force on any atom?
C21H34ClN2SSi2Zr